# 1
C3H4Cl2S | ωB97M-V/def2-TZVPD

Calculated values
HOMO energy, eV: -9.337
Relative energy (zero: lowest compared OMol25 entry of this formula, charge and spin), kJ/mol: 91.8
Charge: 0
SMILES: ClC1(Cl)CCS1

```
10
Properties=species:S:1:pos:R:3:forces:R:3
Cl 0.19240 -2.36769 -1.37983 -0.0291 1.0182 0.2473
C 0.28951 -0.61422 -0.95953 -0.5327 0.0181 2.1246
Cl 1.68739 0.12458 -1.83301 -0.3918 -0.3986 0.5973
C 0.26766 -0.20115 0.74830 0.4082 -2.5652 -3.0462
C -0.59977 0.98372 0.48113 -4.0524 -3.6982 0.7449
S -1.23908 0.40309 -1.22199 1.2160 -0.0016 1.4013
H 1.30739 -0.11997 0.98822 0.4442 0.5329 0.5438
H -0.24015 -0.97244 1.42262 0.7630 0.8433 -1.4168
H -1.43629 0.85266 1.23172 0.5890 0.8914 -1.0109
H -0.22905 1.91142 0.52240 1.5856 3.3597 -0.1854
```
Forces are in eV/Å.

Löwdin population analysis, charges in e, atoms 1 to 6:
1 Cl 0.499
2 C -1.415
3 Cl 0.507
4 C -0.243
5 C -0.426
6 S 0.761


# 2
C26H30HgN10O2S | ωB97M-V/def2-TZVPD

Calculated values
HOMO energy (alpha / beta), eV: -1.052 / -4.089
<S²>: 0.77
Relative energy (zero: lowest compared OMol25 entry of this formula, charge and spin), kJ/mol: 133.1
Charge: -1
2S+1: 2

```
70
Properties=species:S:1:pos:R:3:forces:R:3
Hg -0.29589 0.19671 -1.44373 0.2381 0.5735 0.5980
N 4.80578 0.54742 3.57844 0.0270 -0.0234 0.0237
C 4.42161 0.33327 2.24344 -0.0181 0.0179 0.0007
C 3.52592 -0.68428 1.92300 -0.0073 -0.0137 0.0175
C 3.14187 -0.88941 0.61054 -0.0360 0.0295 -0.0129
C 3.66137 -0.08907 -0.39895 0.0575 -0.0495 0.0690
C 4.57543 0.91032 -0.09461 -0.0794 0.0335 0.0165
C 4.95381 1.11609 1.22212 0.0137 0.0172 -0.0231
S 3.01227 -0.21021 -2.03877 -0.0584 -0.0607 0.0933
O 4.06151 0.15668 -2.95071 0.0232 0.0071 -0.0427
O 2.46747 -1.56015 -2.15786 0.0436 0.0457 0.0021
N 1.75794 0.74864 -2.04138 0.0123 0.1051 -0.4088
C 1.70573 2.15475 -1.95498 -0.0332 -0.6741 0.0534
N 2.78410 2.88308 -1.91128 -0.0194 0.3243 -0.0007
C 2.55130 4.26105 -1.78112 -0.0323 -0.2433 -0.0133
C 1.25973 4.75933 -1.71665 0.0087 0.1520 0.0083
C 0.18573 3.89636 -1.76573 0.0052 -0.1903 0.1189
N 0.40133 2.52258 -1.85487 -0.0412 0.1084 -0.1433
H 4.10815 0.24291 4.24080 -0.0134 0.0181 -0.0071
H 5.06847 1.50382 3.76307 -0.0076 0.0025 -0.0014
H 3.10275 -1.29774 2.71084 0.0014 -0.0051 0.0071
H 2.41208 -1.65168 0.36947 0.0106 -0.0012 -0.0200
H 4.93692 1.54774 -0.88920 0.0170 -0.0018 -0.0070
H 5.65023 1.91113 1.46632 0.0015 -0.0047 -0.0014
H 3.42395 4.89865 -1.75210 0.0174 -0.0009 0.0020
H 1.08938 5.82739 -1.63053 0.0023 -0.0080 0.0024
H -0.84038 4.23055 -1.69201 -0.0038 0.0082 -0.0159
C -5.29239 -1.83624 -1.31620 -0.0049 -0.0062 0.0008
N -4.68671 -1.03685 -2.38537 -0.0116 0.0257 0.0277
C -5.34343 0.25290 -2.51132 -0.0099 0.0060 0.0130
C -3.27826 -0.98158 -2.34452 -0.0540 0.0067 0.1025
N -2.58443 0.06302 -2.12778 0.0423 -0.1448 -0.3270
N -2.73894 -2.23216 -2.58108 0.0182 -0.0476 -0.0125
C -1.40998 -2.66103 -2.65649 -0.0278 -0.0520 0.0663
N -1.36565 -4.05311 -2.77817 0.0718 -0.0338 0.0230
N -0.43004 -1.86850 -2.66604 -0.1011 0.0818 -0.1629
H -6.34903 -1.97839 -1.53972 0.0000 0.0043 -0.0034
H -5.19775 -1.33839 -0.34343 -0.0110 -0.0067 0.0033
H -4.82623 -2.81525 -1.23763 0.0220 0.0083 -0.0075
H -6.39491 0.08017 -2.73685 -0.0003 -0.0005 0.0058
H -4.90544 0.81898 -3.33139 0.0070 -0.0068 -0.0011
H -5.28893 0.85077 -1.59101 0.0033 0.0027 -0.0048
H -3.14357 0.88401 -1.93671 -0.0127 -0.0219 0.0977
H -3.41204 -2.91272 -2.88973 0.0097 0.0180 -0.0711
H -1.89801 -4.52609 -2.05889 -0.0167 0.0087 -0.0041
H -0.41465 -4.39421 -2.78297 0.0021 0.0151 -0.0014
H 0.50050 -2.28413 -2.66364 0.0482 0.0719 0.0529
C 0.45666 3.22436 3.22279 -0.0096 0.0161 0.0085
C 1.21938 2.95420 2.09307 0.0086 -0.0122 -0.0063
C 0.96487 1.83253 1.32158 -0.0554 0.0234 0.0494
C -0.08269 0.96273 1.64048 0.1385 -0.1108 -0.1541
C -0.85324 1.25019 2.77382 0.0138 0.0070 0.0628
C -0.57817 2.35991 3.55874 -0.0014 -0.0198 -0.0158
N -0.38015 -0.12227 0.80225 -0.2341 0.0484 -0.1154
C -0.69703 -1.32891 1.34902 -0.0182 -0.0911 0.0913
C -1.52101 -2.24059 0.65552 -0.0089 -0.0071 -0.0137
C -1.80535 -3.50263 1.14870 -0.0064 0.0064 0.0005
C -1.29559 -3.92882 2.36830 0.0132 0.0316 0.0089
C -0.49550 -3.03831 3.08219 -0.0123 -0.0476 0.0008
C -0.20325 -1.77779 2.59968 0.0021 0.0707 -0.0450
H 0.65539 4.10278 3.82473 0.0046 -0.0038 0.0037
H 2.02212 3.61856 1.79531 -0.0034 -0.0010 0.0066
H 1.57542 1.62848 0.45506 0.0518 -0.0198 -0.0372
H -1.67220 0.58848 3.03209 -0.0071 0.0173 0.0054
H -1.19044 2.55888 4.43154 -0.0022 0.0045 0.0015
H -1.96023 -1.91071 -0.27518 0.0103 0.0069 0.0212
H -2.45799 -4.16098 0.58022 -0.0003 0.0037 -0.0028
H -1.51760 -4.91455 2.75538 0.0018 -0.0017 0.0022
H -0.08048 -3.34170 4.03736 0.0028 0.0041 0.0016
H 0.42841 -1.11095 3.17272 0.0081 -0.0205 0.0133
```
Forces are in eV/Å.

Löwdin population analysis, charges in e, atoms 1 to 6:
1 Hg 1.136
2 N 0.080
3 C -0.334
4 C -0.043
5 C -0.071
6 C -0.295


# 3
C53H43N6O5PdS2 | ωB97M-V/def2-TZVPD

Calculated values
HOMO energy (alpha / beta), eV: -9.400 / -9.400
Charge: +1

```
110
Properties=species:S:1:pos:R:3:forces:R:3
Pd 0.05640 -0.42145 0.33425 0.3338 0.3496 -0.0067
C -1.61093 6.99444 6.24930 0.0043 -0.0125 0.0102
O -1.20095 5.71807 6.71493 0.0437 -0.0788 -0.0712
C -1.08920 4.72023 5.80786 -0.0242 0.0723 0.0927
C -1.35898 4.85440 4.45091 -0.0330 -0.0925 -0.0431
C -1.21236 3.75554 3.61134 0.1243 0.1637 0.0118
C -0.77225 2.52932 4.09293 0.0718 -0.1523 0.0970
C -0.51587 2.41151 5.46323 -0.2045 -0.1000 0.0565
C -0.68110 3.48279 6.31227 0.0010 0.0238 -0.0325
C -0.56092 1.42402 3.12522 0.0936 -0.0588 0.2725
C -1.62781 1.10006 2.29560 -0.2184 0.0824 -0.1707
C -2.99752 1.43212 2.58412 0.1143 0.0276 -0.1285
C -3.74678 0.96065 1.56363 0.0937 -0.0306 -0.0764
C -2.84591 0.36048 0.61754 0.0521 0.0943 0.0670
N -1.57290 0.41984 1.11517 -0.2254 -0.1934 0.3526
C -3.20331 -0.09445 -0.64273 -0.1975 -0.0933 -0.1284
C -2.29199 -0.59403 -1.56850 0.0127 0.2072 0.1076
C -2.60075 -0.88583 -2.93673 0.1746 -0.0730 -0.0509
C -1.43866 -1.23020 -3.54535 -0.1060 0.1098 0.1175
C -0.40779 -1.17059 -2.55154 0.0037 -0.0783 0.1278
C 0.90822 -1.56784 -2.76201 -0.0277 -0.0431 -0.2214
C 1.32631 -1.82323 -4.16932 -0.0145 -0.0678 0.1239
C 1.66904 -3.09786 -4.62307 -0.0728 -0.0244 -0.0438
C 2.04450 -3.30323 -5.93367 -0.0108 0.0301 0.0171
C 2.09311 -2.22949 -6.82506 0.0400 -0.0606 -0.0770
O 2.46438 -2.53387 -8.09092 0.0003 0.0383 0.0793
C 2.53127 -1.47581 -9.03349 -0.0166 -0.0148 -0.0065
C 1.76813 -0.95152 -6.38379 -0.0497 0.0222 0.0494
C 1.37775 -0.76263 -5.06194 0.1170 -0.0555 -0.0581
C 1.83353 -1.72900 -1.74191 0.1091 0.2218 0.0560
N 1.67718 -1.31931 -0.44352 0.1053 -0.2623 -0.0383
C 2.83888 -1.61331 0.21578 -0.0256 0.0264 -0.1529
C 3.17296 -1.22237 1.50646 0.1607 -0.0768 0.1634
C 4.56766 -1.46504 1.97796 -0.1103 -0.0888 0.0324
C 5.63406 -0.81463 1.37445 0.0439 0.0300 0.0520
C 6.93451 -0.97923 1.83580 -0.0509 -0.0288 0.0021
C 7.17824 -1.82721 2.91234 0.0815 -0.0258 -0.0462
O 8.40371 -2.06637 3.43277 -0.0877 0.0622 0.0554
C 9.48647 -1.27983 2.96070 0.0249 -0.0364 -0.0456
C 6.11555 -2.50265 3.51391 0.0143 0.0050 -0.0035
C 4.82904 -2.31106 3.05662 -0.0028 -0.0282 -0.0218
C 2.33342 -0.49490 2.34256 -0.0014 0.1684 -0.1395
C 2.76637 0.14192 3.55097 -0.1577 0.0498 0.0857
C 1.75911 0.94625 3.96703 0.1645 -0.0671 -0.1146
C 0.66972 0.77575 3.05322 -0.0131 0.2100 -0.2257
N 1.03614 -0.12058 2.07912 0.0583 -0.1074 0.1624
C 3.73438 -2.28650 -0.68564 -0.0875 0.0435 0.0138
C 3.13161 -2.32602 -1.89412 -0.0614 0.0917 0.0801
N -0.95530 -0.79609 -1.35574 -0.0531 -0.2622 -0.1418
C -4.62290 0.04360 -1.07584 0.0853 -0.0439 0.0435
C -5.18063 1.29823 -1.27342 -0.0521 -0.0271 -0.0472
C -6.49445 1.44159 -1.70622 0.0326 -0.0113 0.0197
C -7.27156 0.30858 -1.92520 -0.0802 0.0008 -0.0540
O -8.56283 0.33196 -2.33109 0.0763 0.0061 0.0536
C -9.18105 1.59851 -2.49635 -0.0031 -0.0046 -0.0172
C -6.71895 -0.95845 -1.72948 0.0145 0.0200 0.0075
C -5.40872 -1.08427 -1.31977 -0.0327 0.0096 0.0275
H -1.56183 7.65609 7.10869 -0.0224 -0.0066 -0.0041
H -2.63493 6.96170 5.87014 0.0049 0.0097 -0.0150
H -0.94100 7.36438 5.47038 0.0071 0.0131 0.0065
H -1.67553 5.79817 4.03439 -0.0286 0.0159 -0.0092
H -1.40455 3.86911 2.55091 -0.0058 0.0054 -0.0099
H -0.24232 1.44949 5.87809 0.0590 0.0033 -0.0127
H -0.50865 3.38837 7.37544 0.0076 0.0024 0.0129
H -3.33397 1.93298 3.47507 0.0324 0.0343 0.0200
H -4.81531 1.01286 1.44870 -0.0290 -0.0302 -0.0273
H -3.58503 -0.82630 -3.36750 -0.0345 0.0163 -0.0179
H -1.28573 -1.52108 -4.56964 0.0103 -0.0162 -0.0413
H 1.61643 -3.94134 -3.94581 0.0068 -0.0042 0.0196
H 2.29987 -4.28974 -6.29505 -0.0031 -0.0099 -0.0190
H 2.82126 -1.93189 -9.97513 0.0041 0.0076 0.0072
H 3.27890 -0.73415 -8.74329 0.0016 0.0014 0.0055
H 1.55906 -0.99134 -9.15021 0.0012 0.0035 -0.0095
H 1.81714 -0.10248 -7.04861 -0.0115 0.0118 -0.0137
H 1.13486 0.23351 -4.71218 -0.0126 0.0252 -0.0085
H 5.44831 -0.15144 0.53836 0.0073 0.0170 -0.0030
H 7.73932 -0.44670 1.35283 0.0156 0.0070 -0.0201
H 10.33676 -1.52915 3.58804 -0.0083 -0.0096 -0.0048
H 9.26689 -0.21397 3.05115 0.0083 0.0053 0.0175
H 9.72259 -1.51872 1.92133 0.0000 0.0099 -0.0091
H 6.32693 -3.16912 4.33838 -0.0019 0.0011 0.0299
H 4.01077 -2.82891 3.54294 -0.0103 -0.0098 -0.0011
H 3.73515 0.01496 4.00168 0.0454 0.0171 -0.0324
H 1.76953 1.60969 4.81218 -0.0322 0.0317 0.0137
H 4.70614 -2.66475 -0.42118 0.0280 0.0169 0.0332
H 3.52462 -2.72735 -2.81087 -0.0101 -0.0049 -0.0469
H -4.57422 2.18000 -1.10404 -0.0077 0.0187 -0.0079
H -6.89145 2.43117 -1.87396 -0.0132 0.0206 0.0225
H -10.21741 1.39623 -2.74984 0.0180 0.0001 -0.0056
H -8.71247 2.16213 -3.30657 -0.0002 0.0064 0.0061
H -9.14049 2.18100 -1.57316 -0.0118 -0.0068 0.0019
H -7.33977 -1.82659 -1.90114 -0.0131 -0.0151 -0.0157
H -4.98890 -2.07194 -1.17363 0.0122 -0.0177 0.0046
N 0.12831 -3.20878 2.13320 0.2035 0.1405 0.0648
C -0.40148 -4.39535 2.47681 -0.1303 0.0181 -0.0925
C -1.55255 -4.54565 1.73666 0.0893 0.0534 0.0446
C -1.63209 -3.37764 0.96473 -0.0822 0.0004 -0.1205
N -0.60831 -2.57584 1.21168 0.0750 0.3925 -0.1536
H 0.96786 -2.76948 2.48075 -0.0582 -0.0075 -0.0194
H 0.06605 -5.03204 3.20613 0.0345 -0.0172 0.0332
H -2.23537 -5.37447 1.75374 -0.0251 -0.0274 -0.0026
H -2.37860 -3.08770 0.24360 -0.0082 0.0228 -0.0232
C -1.34830 2.30732 -3.53729 -0.0934 0.0255 -0.0201
O -0.38196 1.85160 -2.58187 0.2992 0.0304 -0.0609
C -0.50257 2.25048 -1.32646 -0.4361 -0.0130 -0.1573
S -1.72413 3.16076 -0.75860 0.1462 0.1695 0.1310
S 0.86019 1.69729 -0.32524 -0.3056 -0.8018 0.2263
H -1.05824 1.84853 -4.47717 0.0042 -0.0130 -0.0070
H -1.31905 3.39445 -3.60387 0.0052 -0.0081 0.0097
H -2.35008 1.99064 -3.24527 0.0371 -0.0019 0.0067
```
Forces are in eV/Å.

Löwdin population analysis, charges in e, atoms 1 to 6:
1 Pd 1.110
2 C -0.071
3 O -0.071
4 C -0.276
5 C 0.004
6 C -0.014


Energy per entry: -39054.426; -61455.318; -99980.756 eV